1.
{
  "formula": "C7H14N2O5",
  "method": "wB97M-V/def2-TZVPD",
  "symbols": ["C", "C", "O", "C", "N", "C", "O", "N", "C", "C", "O", "C", "O", "O", "H", "H", "H", "H", "H", "H", "H", "H", "H", "H", "H", "H", "H", "H"],
  "positions_angstrom": [[-3.2372, -2.1513, -0.1318], [-2.5127, -0.8284, 0.2126], [-1.8568, -0.6842, 1.5624], [-1.2105, -0.9272, -0.6790], [-0.4455, -2.1070, -0.1345], [-0.2207, 0.4062, -0.6565], [-1.0617, 1.4332, -0.8600], [1.0727, 0.4150, -0.2974], [1.7382, 1.6406, 0.1890], [3.1842, 1.1560, 0.5481], [3.2072, 0.1619, 1.6032], [1.9836, 2.7896, -0.8718], [3.1658, 2.9160, -1.3469], [0.8958, 3.4148, -1.3328], [-2.4239, -2.9161, -0.2996], [-3.4522, -1.8252, -1.2125], [-4.1612, -2.4608, 0.5133], [-3.0937, 0.0900, -0.0157], [-2.7027, -1.0650, 2.3288], [-1.7178, -1.2151, -1.7032], [-1.0787, -2.1595, 0.8782], [-0.3467, -2.9353, -0.8071], [1.4527, -0.6142, 0.1455], [1.0007, 1.9183, 1.1040], [3.5305, 0.7447, -0.3581], [3.9737, 2.0008, 0.7232], [4.0955, 0.0231, 2.0584], [0.2218, 2.7790, -1.1599]],
  "lowdin_charge": [-0.0770, -0.3885, -0.1721, -0.2627, -0.0544, -0.2892, -0.0721, 0.0765, -0.1716, -0.2137, -0.1042, -0.3743, 0.0389, 0.1412, 0.0669, 0.0974, 0.1146, 0.1389, 0.2444, 0.1569, 0.1537, 0.0988, 0.2363, 0.2091, 0.0928, 0.1574, 0.1238, 0.0318],
  "de_lowest_kcal_mol": 135.3,
  "smiles": "C[C@@H](O)[C@H](N)C(=O)N[C@@H](CO)C(=O)O",
  "gap_ev": 9.572,
  "e_homo_ha": -0.343,
  "total_charge": 0
}

---

2.
{
  "formula": "C40H47BrN4O8SSiW",
  "method": "wB97M-V/def2-TZVPD",
  "symbols": ["W", "O", "C", "C", "O", "C", "C", "O", "C", "O", "O", "C", "Si", "C", "C", "N", "C", "C", "C", "C", "C", "C", "O", "C", "C", "C", "C", "C", "C", "H", "H", "H", "H", "H", "H", "H", "H", "H", "H", "H", "H", "H", "H", "H", "H", "H", "H", "O", "C", "C", "C", "N", "C", "Br", "C", "H", "H", "H", "H", "C", "C", "C", "C", "C", "C", "C", "C", "C", "C", "C", "C", "O", "H", "H", "H", "H", "H", "H", "H", "H", "H", "H", "H", "H", "H", "H", "H", "H", "H", "C", "N", "C", "S", "N", "C", "H", "H", "H", "H", "H", "H", "H", "H"],
  "positions_angstrom": [[0.0495, 0.6458, -0.4007], [-4.2947, -2.5140, -3.7430], [-3.5074, -1.8656, -3.1205], [-1.9699, -1.9585, -3.2173], [-1.3545, -2.7568, -3.8902], [-1.5120, -0.9397, -2.3005], [-2.5189, -0.3415, -1.5948], [-2.2005, 0.4959, -0.6944], [-3.8443, -0.8104, -2.0462], [-4.9349, -0.4762, -1.6668], [-0.2926, -0.5372, -1.9591], [0.8601, -3.5425, 1.6391], [-0.2090, -2.7561, 0.2848], [-1.8126, -3.6987, 0.0645], [0.8259, -3.0567, -1.2298], [-0.5491, -1.0360, 0.6811], [-1.2451, -0.8160, 1.8915], [-1.5353, -1.8224, 2.8269], [-2.2307, -1.5823, 4.0005], [-2.6798, -0.3106, 4.3049], [-2.4230, 0.7138, 3.4099], [-1.7296, 0.4534, 2.2430], [-1.4513, 1.4767, 1.3422], [-2.2976, 2.6085, 1.3621], [-1.8871, 3.7157, 2.0810], [-2.6971, 4.8423, 2.1094], [-3.9090, 4.8428, 1.4361], [-4.3183, 3.7073, 0.7511], [-3.5187, 2.5747, 0.7120], [1.3293, -4.4246, 1.1945], [0.3538, -3.8752, 2.5432], [1.6757, -2.8746, 1.9273], [-1.5870, -4.7629, -0.0488], [-2.3094, -3.3770, -0.8532], [-2.5234, -3.5879, 0.8818], [1.1308, -4.1064, -1.1600], [1.7291, -2.4449, -1.2324], [0.2968, -2.9323, -2.1725], [-1.2252, -2.8324, 2.6366], [-2.4258, -2.4086, 4.6717], [-3.2340, -0.1127, 5.2118], [-2.7782, 1.7152, 3.6066], [-0.9592, 3.6873, 2.6305], [-2.3803, 5.7142, 2.6667], [-4.5397, 5.7218, 1.4551], [-5.2702, 3.6960, 0.2369], [-3.8267, 1.6863, 0.1846], [2.2126, 3.6482, 3.9448], [1.8513, 2.6822, 3.0779], [2.0032, 1.3165, 3.4048], [1.6137, 0.3670, 2.5022], [1.1249, 0.8147, 1.3372], [0.9496, 2.0591, 1.0086], [-0.6847, 2.6832, -1.6864], [1.3182, 3.0804, 1.8623], [2.5596, 3.2628, 4.7573], [2.4179, 1.0241, 4.3609], [1.6852, -0.6991, 2.6577], [1.1952, 4.1260, 1.6267], [4.0987, 1.9898, 0.4706], [3.8630, 2.8003, -0.8026], [2.8440, 3.9389, -0.7488], [3.6666, 1.9244, -2.0244], [4.5965, 2.1602, -3.0318], [4.6008, 1.4624, -4.2214], [3.6692, 0.4679, -4.3887], [2.7213, 0.1574, -3.4143], [1.8374, -1.0201, -3.7501], [2.6676, -2.2722, -4.0449], [0.9049, -0.6848, -4.9148], [2.6845, 0.9267, -2.2385], [1.6960, 0.7016, -1.2634], [4.2235, 2.6522, 1.3300], [5.0114, 1.4019, 0.3594], [3.3055, 1.2803, 0.6820], [4.8161, 3.3021, -0.9843], [1.8133, 3.6003, -0.7208], [2.9488, 4.5482, -1.6486], [3.0360, 4.5809, 0.1140], [5.3403, 2.9293, -2.8649], [5.3291, 1.6815, -4.9911], [3.6662, -0.1115, -5.3022], [1.2229, -1.2373, -2.8967], [3.2327, -2.1851, -4.9745], [2.0061, -3.1362, -4.1355], [3.3851, -2.4540, -3.2400], [1.4668, -0.4719, -5.8276], [0.2995, 0.1941, -4.6823], [0.2348, -1.5211, -5.1094], [3.7991, -5.3970, -0.4884], [4.0431, -3.9651, -0.5707], [4.2272, -3.1098, 0.4528], [3.9067, -1.4699, 0.2581], [4.6758, -3.5900, 1.6379], [5.5538, -4.7411, 1.8099], [3.2601, -5.6910, -1.3861], [3.1796, -5.6422, 0.3757], [4.7201, -5.9768, -0.4440], [3.6886, -3.5000, -1.3911], [4.8080, -2.8395, 2.2955], [5.0076, -5.6816, 1.8311], [6.0593, -4.6309, 2.7660], [6.3121, -4.7847, 1.0256]],
  "lowdin_charge": [1.7127, 0.1692, -0.2290, -0.2901, 0.0954, -0.2539, -0.2917, -0.1988, -0.2386, 0.1494, -0.2866, -0.1553, 0.4780, -0.1264, -0.1584, -0.1679, -0.2647, -0.0533, -0.0794, -0.0816, 0.0035, -0.1890, -0.1758, -0.2869, -0.0167, -0.0656, -0.0790, -0.0503, 0.0032, 0.0178, 0.0253, 0.0058, 0.0447, 0.0264, 0.0333, 0.0437, -0.0081, 0.0245, 0.0550, 0.1060, 0.1038, 0.1202, 0.1057, 0.1058, 0.1035, 0.1114, 0.1153, 0.0963, -0.2864, 0.0411, -0.0687, -0.1350, -0.2829, 0.3687, -0.0197, 0.1184, 0.1252, 0.1132, 0.1284, -0.0694, -0.3498, -0.0602, -0.1156, -0.0383, -0.0606, -0.0371, -0.1056, -0.3760, -0.0495, -0.0373, -0.1497, -0.3103, 0.0841, 0.0718, 0.0095, 0.1177, -0.0008, 0.0900, 0.0798, 0.1128, 0.1068, 0.1099, 0.0601, 0.0748, 0.0853, 0.0657, 0.0792, 0.0897, 0.0679, -0.0794, -0.0284, -0.8748, 0.6881, -0.0451, -0.0814, 0.0904, 0.0785, 0.0755, 0.0721, 0.0994, 0.0696, 0.0866, 0.0930],
  "de_lowest_kcal_mol": 0.0,
  "gap_ev": [6.533, 6.533],
  "e_homo_ha": [-0.294, -0.294],
  "total_charge": 0
}

---

3.
{
  "formula": "C26H19BF4IrN4",
  "method": "wB97M-V/def2-TZVPD",
  "symbols": ["Ir", "C", "C", "C", "C", "N", "C", "C", "C", "C", "C", "C", "N", "C", "C", "C", "C", "C", "N", "H", "H", "H", "H", "H", "H", "H", "H", "H", "H", "H", "C", "C", "C", "C", "N", "C", "C", "C", "C", "C", "C", "C", "H", "H", "H", "H", "H", "H", "H", "H", "F", "B", "F", "F", "F"],
  "positions_angstrom": [[-0.0979, 0.2831, -0.1622], [2.9715, -1.8867, -2.3051], [2.2578, -2.9642, -2.7934], [0.9027, -3.0624, -2.5099], [0.2964, -2.0841, -1.7506], [1.0125, -1.0270, -1.2739], [2.3108, -0.9321, -1.5510], [-1.1564, -2.0930, -1.4158], [-2.1456, -2.8909, -1.9677], [-3.4621, -2.6402, -1.6057], [-3.7856, -1.6075, -0.7305], [-2.7511, -0.8550, -0.2032], [-1.4961, -1.1538, -0.5353], [-2.8532, 0.3294, 0.7007], [-4.0313, 0.7069, 1.3127], [-4.0414, 1.8125, 2.1520], [-2.8676, 2.5112, 2.3640], [-1.7155, 2.0884, 1.7223], [-1.7037, 1.0300, 0.9144], [4.0250, -1.7662, -2.5109], [2.7440, -3.7214, -3.3927], [0.3209, -3.8935, -2.8815], [2.8096, -0.0508, -1.1715], [-1.9135, -3.6537, -2.6958], [-4.2546, -3.2339, -2.0400], [-4.8187, -1.3902, -0.5024], [-4.9353, 0.1410, 1.1403], [-4.9593, 2.1195, 2.6342], [-2.8335, 3.3775, 3.0082], [-0.7709, 2.6050, 1.8315], [1.2754, -2.1013, 3.1075], [2.3140, -1.3332, 3.6232], [2.6115, -0.1172, 3.0467], [1.8756, 0.3377, 1.9542], [0.8629, -0.4254, 1.4694], [0.5756, -1.6102, 2.0309], [2.0942, 1.5874, 1.2275], [3.0557, 2.5374, 1.5782], [3.1850, 3.6820, 0.8147], [2.3607, 3.8719, -0.2927], [1.4034, 2.9280, -0.6389], [1.2515, 1.7686, 0.1188], [1.0124, -3.0598, 3.5295], [2.8874, -1.6873, 4.4694], [3.4188, 0.4886, 3.4306], [-0.2450, -2.1568, 1.5869], [3.6993, 2.3948, 2.4375], [3.9251, 4.4262, 1.0753], [2.4680, 4.7670, -0.8923], [0.7779, 3.0927, -1.5082], [-1.4951, -0.2478, -3.5368], [-0.7559, 0.8955, -3.3060], [-1.1824, 2.0046, -3.9489], [-1.0335, 1.1907, -1.7857], [0.5997, 0.6676, -3.3719]],
  "lowdin_charge": [1.4584, -0.0072, -0.0118, 0.0266, -0.1647, -0.0416, -0.0671, -0.1853, 0.0334, 0.0010, 0.0357, -0.1704, -0.0203, -0.1573, 0.0189, -0.0169, -0.0141, -0.0625, -0.0315, 0.1222, 0.1238, 0.1221, 0.1279, 0.1247, 0.1253, 0.1210, 0.1205, 0.1241, 0.1214, 0.1249, -0.0392, -0.0300, 0.0170, -0.1913, -0.0638, -0.0938, -0.2177, -0.0291, -0.0734, -0.0614, -0.0789, -0.2663, 0.1151, 0.1210, 0.1165, 0.1123, 0.1069, 0.1078, 0.1110, 0.1042, 0.1638, -1.1674, 0.2037, -0.1088, 0.1602],
  "de_lowest_kcal_mol": 8.9,
  "gap_ev": 7.359,
  "e_homo_ha": -0.406,
  "total_charge": 1
}

---

4.
{
  "formula": "C3H9N2O3",
  "method": "wB97M-V/def2-TZVPD",
  "symbols": ["O", "C", "N", "C", "O", "C", "N", "H", "H", "H", "H", "H", "H", "H", "H", "H", "O"],
  "positions_angstrom": [[1.0875, -1.7261, 0.1186], [1.0211, -0.5092, 0.3329], [0.9274, 0.5816, -0.3847], [0.5387, 0.3305, -1.7371], [-0.8154, 0.7954, -2.0279], [1.1704, -0.1577, 1.8777], [-0.1932, -0.1184, 2.4051], [-2.1239, 0.5697, -1.2367], [0.4101, -0.6597, -2.1702], [1.1969, 0.8260, -2.4846], [1.6822, 0.7989, 1.9160], [1.6481, -1.0046, 2.3208], [-0.8537, 0.2933, 1.7600], [-0.6038, -1.0107, 2.6219], [-2.1602, 0.8200, 0.2495], [-0.9067, 1.6586, -1.5970], [-2.7595, 0.5429, -0.4492]],
  "mulliken_spin": [0.5950, -0.0001, 0.0334, 0.0181, -0.0002, 0.1676, 0.1663, -0.0005, 0.0001, 0.0017, 0.0280, -0.0094, -0.0021, 0.0001, 0.0006, 0.0005, 0.0011],
  "de_lowest_kcal_mol": 39.3,
  "multiplicity": 2,
  "gap_ev": [11.056, 6.626],
  "e_homo_ha": [-0.381, -0.371],
  "total_charge": 0
}

---

5.
{
  "formula": "C4H3N4",
  "method": "wB97M-V/def2-TZVPD",
  "symbols": ["C", "C", "C", "C", "N", "N", "N", "N", "H", "H", "H"],
  "positions_angstrom": [[2.4657, -0.8294, -1.0102], [1.7276, -0.2555, -0.2832], [-0.9429, 0.1886, 0.1226], [1.0468, 0.4634, 0.7161], [-1.7100, -0.4208, 0.9801], [-1.6590, 0.7427, -0.8984], [-2.9379, -0.3118, 0.4828], [-2.8870, 0.2973, -0.6898], [2.4690, -1.4632, -1.8593], [1.1472, -0.0214, 1.7002], [1.2806, 1.6101, 0.7391]],
  "lowdin_charge": [0.0402, -0.2808, -0.3191, -0.0842, -0.0969, -0.0900, -0.1720, -0.1764, 0.0088, 0.0676, 0.1027],
  "de_lowest_kcal_mol": 0.0,
  "gap_ev": 8.869,
  "e_homo_ha": -0.184,
  "total_charge": -1
}

---

6.
{
  "formula": "C4H4O3",
  "method": "wB97M-V/def2-TZVPD",
  "symbols": ["O", "C", "C", "O", "C", "O", "C", "H", "H", "H", "H"],
  "positions_angstrom": [[1.5580, 1.8085, -0.0335], [0.7663, 0.7151, 0.0921], [0.9494, -0.1764, 1.1109], [-0.0513, -1.1543, 0.9818], [-0.8450, -0.8187, 0.0181], [-1.7638, -1.8164, -0.2484], [-0.3540, 0.2653, -0.6379], [1.2657, 2.2619, -0.9081], [1.6216, -0.3533, 2.0059], [-2.3368, -1.5134, -1.0167], [-0.8102, 0.7815, -1.3642]],
  "lowdin_charge": [0.0397, -0.3496, -0.0099, 0.0690, -0.3999, 0.0848, 0.0325, 0.1600, 0.1500, 0.1481, 0.0754],
  "de_lowest_kcal_mol": 40.6,
  "smiles": "Oc1coc(O)c1",
  "gap_ev": 8.597,
  "e_homo_ha": -0.296,
  "total_charge": 0
}